DFT (wB97M-V/def2-TZVPD) results for a molecular structure, C28H23BrN4O10SSr.

As for the net charge: -2. Its HOMO energy is -3.274 eV. The value obtained for the energy above the lowest of the compared OMol25 structures with the same formula, charge and spin is 0.0 kJ/mol. The spin multiplicity is 1. The frontier orbital gap comes out at 7.138 eV. The calculation puts the energy at -5055.529591 a.u.

```
68
Properties=species:S:1:pos:R:3:mulliken_charge:R:1
Sr -0.3803 0.0666 -0.6875 1.544
O 0.1212 1.9644 5.4983 -0.572
C 0.3495 1.3702 4.2840 1.234
C -0.3919 0.2833 3.8564 -0.516
C -0.0970 -0.2617 2.6150 0.325
N 0.8410 0.2348 1.8113 -0.454
C 1.5448 1.2939 2.2269 0.332
C 1.3529 1.8738 3.4712 -0.664
C 2.5445 1.9403 1.2587 -0.094
O 3.5230 2.5061 1.7711 -0.793
O 2.2222 1.8516 0.0439 -0.532
C -0.9020 -1.5071 2.1861 0.131
O -1.4353 -2.1410 3.1068 -0.790
O -0.9636 -1.7614 0.9485 -0.713
H -0.6173 1.5044 5.9100 0.277
H -1.1709 -0.1748 4.4532 0.387
H 1.9703 2.7082 3.7709 0.481
C -6.6872 -5.4093 -0.0985 -1.462
C -6.0207 -4.1003 -0.4351 1.174
C -4.7860 -3.7660 0.1185 -1.007
C -4.1541 -2.5758 -0.2017 -0.656
C -4.7718 -1.7010 -1.0902 -0.432
C -5.9977 -2.0117 -1.6515 -0.341
C -6.6186 -3.2096 -1.3214 -0.595
S -3.9326 -0.1710 -1.4595 1.241
O -3.6723 0.4413 -0.1767 -0.747
O -4.7877 0.5520 -2.3827 -0.757
N -2.5343 -0.6087 -2.0272 0.420
C -2.2967 -1.1722 -3.2417 0.048
C -3.2131 -1.2490 -4.3161 -0.588
C -2.7974 -1.8182 -5.5000 -0.420
C -1.4970 -2.2988 -5.6245 -0.604
C -0.6754 -2.1997 -4.5119 -0.439
N -1.0547 -1.6868 -3.3501 -0.071
H -6.2574 -5.8435 0.8047 0.346
H -6.5601 -6.1330 -0.9080 0.279
H -7.7597 -5.2801 0.0603 0.362
H -4.3090 -4.4445 0.8174 0.370
H -3.1901 -2.3243 0.2342 0.661
H -6.4556 -1.3075 -2.3345 0.468
H -7.5827 -3.4540 -1.7568 0.331
H -4.1993 -0.8229 -4.2055 0.414
H -3.4840 -1.8768 -6.3382 0.369
H -1.1308 -2.7346 -6.5447 0.365
H 0.3473 -2.5651 -4.5508 0.388
C -1.5156 3.9153 -1.9644 -0.979
C -0.4728 3.3814 -1.0141 0.700
N 0.7823 3.8484 -1.1266 -0.256
O -0.7838 2.5649 -0.1440 -0.739
H -1.0736 4.3115 -2.8781 0.357
H -2.0815 4.7044 -1.4654 0.368
H -2.1977 3.1028 -2.2061 0.083
H 1.0405 4.3026 -1.9841 0.227
H 1.4940 3.2624 -0.6555 0.270
Br 6.3110 0.8827 -4.8337 -0.256
C 4.4569 1.3138 -4.9702 -0.079
C 4.0293 2.0338 -6.0742 -0.318
C 2.6803 2.3511 -6.1763 -0.643
C 1.7918 1.9548 -5.1872 -0.296
C 2.2405 1.2274 -4.0927 -0.168
C 3.5867 0.9009 -3.9784 -0.149
C 1.2599 0.7812 -3.0182 1.336
O 0.1305 1.3351 -3.0143 -0.851
O 1.6435 -0.1020 -2.2214 -0.991
H 4.7355 2.3383 -6.8346 0.379
H 2.3289 2.9109 -7.0354 0.370
H 0.7376 2.1950 -5.2373 0.417
H 3.9132 0.3380 -3.1144 0.519
```

DFT (wB97M-V/def2-TZVPD) results for a molecular structure, C28H23CeF5N4S5Si.

As for the net charge: -1. Its HOMO energy is -4.267 eV. The spin multiplicity is 2. The frontier orbital gap comes out at 4.655 eV. The expectation value of S² is 0.752. The calculation puts the energy at -4554.542847 a.u.

```
67
Properties=species:S:1:pos:R:3:mulliken_charge:R:1
Ce 0.0810 2.2791 -1.1272 0.293
C 1.1382 0.6753 -3.8893 -1.152
C 2.2993 0.7849 -2.9873 1.323
C 3.4985 0.3770 -3.5657 -0.808
C 4.6275 0.2417 -2.7444 -0.833
C 4.5064 0.5219 -1.3189 0.597
C 5.4112 0.1494 -0.3537 -0.702
C 5.1298 0.4365 0.9535 -0.578
C 4.0284 1.2264 1.3172 -0.753
C 3.1870 1.9068 0.3533 0.453
S 2.0378 3.0999 0.7459 -0.498
C 3.3550 1.3416 -0.9668 0.261
N 2.2470 1.4052 -1.7931 0.075
H 0.3195 0.0409 -3.5199 0.077
H 1.4932 0.2165 -4.8219 0.418
H 0.7579 1.7148 -4.1023 0.192
H 3.6225 -0.0003 -4.6007 0.263
H 5.5923 -0.1446 -3.1241 0.357
H 6.2897 -0.4654 -0.5847 0.319
H 5.7811 0.1851 1.7662 0.408
H 3.7820 1.3431 2.3620 0.434
N -0.8953 1.0840 0.5309 -0.273
C -0.8311 0.2066 -0.4198 0.319
H -0.7334 1.2546 1.4809 0.249
C -1.1472 -2.6422 0.2890 -0.962
Si -2.0456 -1.3198 -0.6194 0.090
C -3.8320 -1.2435 -0.0120 -0.933
C -2.3655 -1.8870 -2.3277 -1.001
H -0.9264 -2.5753 1.4039 0.178
H -0.2374 -3.0161 -0.0577 0.586
H -1.9028 -3.4384 0.3119 0.200
H -4.2062 -2.2522 -0.3658 0.237
H -4.4420 -0.4348 -0.4213 0.312
H -3.9615 -1.2750 1.0858 0.290
H -3.0148 -2.7709 -2.3159 0.330
H -1.3812 -2.0889 -2.8055 0.249
H -2.7957 -1.0966 -2.9775 0.306
S -2.9386 -0.3971 4.6550 -0.414
C -1.4909 -1.2975 4.5877 0.141
S 0.0158 -0.6728 5.1772 -0.195
C 0.9617 -1.8336 4.0948 -0.049
N 0.1514 -2.7580 3.6064 -0.692
N -1.1695 -2.5017 4.0343 0.685
C -2.0050 -3.6555 3.8886 0.732
C -1.5076 -4.8629 3.3400 -0.235
C -2.3511 -5.9172 3.3458 -0.518
C -3.5993 -5.8901 3.9408 -0.622
C -4.1541 -4.7153 4.3470 -0.524
C -3.3462 -3.5926 4.3603 -0.413
S 2.6151 -1.7910 3.9378 -0.393
H -0.5228 -4.8622 2.8739 0.439
H -1.9130 -6.8564 2.9727 0.313
H -4.2442 -6.7284 3.9185 0.367
H -5.2118 -4.5801 4.6371 0.347
H -3.8237 -2.6665 4.7711 0.039
F 1.0276 8.5648 -3.0774 -0.245
C 0.3793 7.3710 -2.9986 0.297
C -0.7423 7.0718 -2.1439 -0.020
F -1.6503 8.0340 -1.6894 -0.268
C -0.7587 5.7422 -1.6259 0.583
F -0.8385 5.3463 -0.3855 -0.203
C -0.3790 4.5766 -2.4282 0.423
S -1.3587 3.3243 -3.2054 -0.387
C 0.7221 4.9929 -3.2168 0.051
F 1.5948 3.9847 -3.7522 -0.203
C 0.7100 6.2520 -3.7668 -0.078
F 1.3600 6.4779 -4.9766 -0.281
```

DFT (wB97M-V/def2-TZVPD) results for a molecular structure, C28H23ClN5NiO2S3.

As for the net charge: -1. Its HOMO energy (alpha / beta) is -3.829 / -3.829 eV. The value obtained for the energy above the lowest of the compared OMol25 structures with the same formula, charge and spin is 0.0 kJ/mol. The spin multiplicity is 1. The frontier orbital gap (alpha / beta) comes out at 5.013 / 5.018 eV. The calculation puts the energy at -4667.770670 a.u.

```
63
Properties=species:S:1:pos:R:3:mulliken_charge:R:1
Ni 0.3977 1.2700 0.5080 -0.321
C 1.9455 -0.3627 5.1847 -0.709
S 1.8840 1.4240 4.9299 -0.070
C 1.1265 1.5084 3.3355 0.442
S 1.6346 0.4142 2.1088 -0.315
N 0.2373 2.4624 3.2129 -1.487
N -0.2640 2.4617 1.9533 1.516
C -1.0896 3.3690 1.5806 -0.691
C -1.5409 3.2364 0.2034 0.847
C -2.5225 4.0378 -0.3692 -0.945
C -2.9131 3.7905 -1.6718 -0.291
C -2.3127 2.7553 -2.3740 -0.869
C -1.3281 2.0108 -1.7509 -0.116
N -0.9447 2.2464 -0.4996 0.605
H 2.4076 -0.5054 6.1605 0.340
H 2.5499 -0.8520 4.4257 0.263
H 0.9412 -0.7791 5.1911 0.197
H -1.4170 4.1716 2.2328 0.380
H -2.9783 4.8231 0.2180 0.451
H -3.6868 4.3901 -2.1328 0.417
H -2.5969 2.5211 -3.3896 0.427
H -0.8104 1.2126 -2.2643 0.475
N -3.4275 -4.0756 -4.6406 -0.546
C -2.9668 -3.6267 -3.6854 -0.284
C -2.3586 -3.0876 -2.4856 1.144
C -3.2899 -2.8986 -1.5258 -0.974
C -0.3474 -0.4793 -0.1516 0.244
N -0.2413 -1.2936 -0.9746 0.029
C -0.0018 -2.2309 -1.9497 -0.297
C -0.9125 -2.9441 -2.6035 -0.489
H -2.2603 -4.4757 -0.2151 0.085
H -1.9481 -3.4511 1.5713 0.385
H 1.0423 -2.2965 -2.2299 0.327
H -0.4828 -3.5102 -3.4242 0.342
O 6.8876 -0.8406 -4.0706 -0.496
C 6.0558 -1.3370 -3.1146 0.700
O 6.1266 -2.5037 -2.8354 -0.579
C 5.1058 -0.3830 -2.4905 0.876
C 4.0920 -0.9018 -1.6863 -1.043
C 3.1620 -0.0757 -1.0866 -0.408
C 3.2071 1.3163 -1.2569 0.920
S 2.0645 2.4258 -0.5478 -0.418
C 4.2479 1.8332 -2.0481 -1.140
C 5.1699 1.0035 -2.6510 -0.810
H 6.6619 0.0789 -4.2479 0.276
H 4.0511 -1.9740 -1.5412 0.454
H 2.3857 -0.5038 -0.4667 0.266
H 4.3196 2.9052 -2.1792 0.378
H 5.9611 1.4733 -3.2281 0.201
Cl -2.2803 -3.0350 0.2305 0.018
C -2.7592 -1.4469 1.0490 0.201
C -3.7998 -0.6467 0.6224 -0.399
C -4.3550 0.2599 1.5171 -0.719
C -3.8949 0.2452 2.8433 -0.569
C -2.8847 -0.5936 3.2519 -0.621
C -2.2381 -1.4723 2.3462 1.124
C -1.1862 -2.3487 2.6966 -1.855
H -4.1944 -0.7707 -0.3785 0.454
H -5.1627 0.9142 1.2165 0.439
H -4.3415 0.9162 3.5685 0.363
H -2.5442 -0.5813 4.2830 0.334
H -0.4891 -2.7700 1.9891 0.334
H -0.8934 -2.4231 3.7365 0.209
```

DFT (wB97M-V/def2-TZVPD) results for a molecular structure, C28H23F3FeN3O2S.

As for the net charge: +1. Its HOMO energy (alpha / beta) is -10.825 / -10.905 eV. The spin multiplicity is 5. The frontier orbital gap (alpha / beta) comes out at 7.863 / 7.503 eV. The expectation value of S² is 6.013. The calculation puts the energy at -3356.850149 a.u.

```
61
Properties=species:S:1:pos:R:3:mulliken_charge:R:1
Fe 0.9244 -0.7737 -1.4691 0.462
C 1.6862 -2.2745 -4.6695 -0.496
C 1.3105 -3.3796 -3.9434 -0.508
C 1.6704 -3.4591 -2.5687 -0.525
C 2.4634 -2.4287 -2.0302 -0.321
C 2.8357 -1.2705 -2.7539 -0.732
C 2.3514 -1.1808 -4.0563 -0.105
H 1.4293 -2.2147 -5.7027 0.449
H 0.7277 -4.2327 -4.3994 0.379
H 1.3455 -4.1873 -1.8592 0.483
H 2.8521 -2.4888 -0.9926 0.573
H 3.4151 -0.4552 -2.3620 0.670
H 2.5911 -0.2966 -4.6696 0.433
C 0.0640 2.4017 5.4399 -1.544
C 0.5087 2.2687 4.0234 0.489
C -0.2233 1.5074 3.1633 -0.781
C 0.0251 1.3675 1.8094 -0.391
C 1.2718 1.8157 1.3953 0.689
C 2.0978 2.5770 2.2207 -1.031
C 1.7034 2.7731 3.5133 -0.667
S 1.8111 1.5761 -0.2069 1.364
O 2.6300 0.3534 -0.2471 -0.673
O 2.4471 2.7775 -0.6392 -0.716
N 0.5104 1.1594 -1.0407 0.130
C -0.6317 1.7864 -1.5074 0.791
C -0.9340 3.1418 -1.4319 -0.722
C -2.1558 3.6446 -1.9263 -0.835
C -3.0229 2.8467 -2.6013 -0.925
C -2.7243 1.4578 -2.7869 0.587
C -3.4966 0.5257 -3.5184 -0.593
C -3.0773 -0.7643 -3.6451 -1.046
C -1.8782 -1.1874 -3.0350 0.011
N -1.0663 -0.3500 -2.4343 0.038
C -1.5090 0.9523 -2.2775 0.176
H 0.1906 1.4718 5.8664 0.369
H -0.9628 2.5580 5.3619 0.425
H 0.6170 3.1448 6.0433 0.362
H -1.1756 1.0607 3.5514 0.355
H -0.4948 0.7859 1.1024 0.676
H 2.9898 3.1083 1.9016 0.486
H 2.3318 3.3214 4.2184 0.363
H -0.1814 3.8251 -1.0479 0.476
H -2.3211 4.6557 -1.7721 0.505
H -3.9663 3.1647 -3.0215 0.398
H -4.4008 0.9253 -3.9842 0.424
H -3.7189 -1.5215 -4.0871 0.379
H -1.5712 -2.2588 -3.1644 0.421
F -0.2820 -1.8715 5.3642 -0.232
C -0.9867 -2.4392 4.4250 0.739
F -0.8228 -3.7706 4.5836 -0.252
F -2.2753 -2.1150 4.6536 -0.272
C -0.5496 -2.0854 2.9958 0.428
C 0.8136 -1.8671 2.8069 -0.933
C 1.1715 -1.5380 1.4726 -0.213
N 0.3505 -1.5431 0.4439 0.580
C -0.9635 -1.7786 0.7146 -0.667
C -1.4343 -2.0617 1.9658 -0.964
H 1.5341 -1.8367 3.5891 0.573
H 2.2409 -1.2949 1.2035 0.285
H -1.6190 -1.6582 -0.0693 0.633
H -2.4668 -2.3703 2.0915 0.544
```

Question: Number 4 is which compound?
Answer: C28H23F3FeN3O2S

Question: Which of these has the lowest energy?
Answer: C28H23BrN4O10SSr

Question: Look up the net charge of the third one.
Answer: -1